Entry 1:
{
  "formula": "C7H10BrN2",
  "method": "ωB97M-V/def2-TZVPD",
  "elements": ["Br", "C", "H", "H", "H", "C", "H", "H", "C", "H", "H", "N", "C", "N", "C", "H", "H", "H", "C", "C"],
  "positions_angstrom": [[2.130, 0.663, 1.310], [-0.570, 0.374, -1.347], [-1.178, 1.180, 1.108], [0.265, 0.119, 3.545], [-1.307, 1.013, -0.906], [-0.748, 0.325, 1.613], [-1.208, 0.693, -3.377], [-1.416, 0.568, 3.624], [1.273, -1.109, -1.300], [-1.500, -0.458, 1.606], [0.594, -1.265, 1.218], [1.312, -1.281, -2.596], [-0.519, 0.192, -2.721], [0.382, -0.601, -3.260], [0.353, -0.303, -0.605], [0.390, -0.731, -4.264], [-0.246, 1.772, 3.127], [2.025, -1.632, -0.734], [0.465, -0.243, 0.884], [-0.497, 0.723, 3.074]],
  "lowdin_charge": [0.827, 0.062, 0.098, 0.066, 0.128, -0.274, 0.153, 0.080, -0.044, 0.124, 0.112, 0.153, 0.026, 0.070, -0.219, 0.189, 0.074, 0.135, -0.647, -0.114],
  "e_above_lowest_kcal_mol": 12.3,
  "smiles": "CC[C@H](Br)c1cc[nH+]nc1",
  "spin_multiplicity": 1,
  "lumo_energy_ev": -5.276,
  "homo_energy_ev": -13.9808,
  "charge": 1
}

Entry 2:
{
  "formula": "C10H14BF5N6OTeZn",
  "method": "ωB97M-V/def2-TZVPD",
  "elements": ["F", "H", "C", "H", "C", "H", "H", "C", "N", "H", "C", "H", "N", "N", "H", "O", "C", "H", "H", "H", "N", "Te", "H", "B", "C", "N", "H", "C", "Zn", "C", "H", "N", "H", "F", "F", "F", "C", "F", "C"],
  "positions_angstrom": [[0.066, -0.348, 5.235], [-2.267, -2.590, 0.128], [3.863, -0.070, -0.769], [-2.629, -3.528, -2.416], [-1.102, -2.004, -2.894], [3.401, -0.039, -2.985], [-2.834, -2.553, 2.447], [-1.966, -2.747, -2.100], [-0.509, 1.440, -0.630], [-1.407, 3.003, 0.482], [2.933, -0.122, 0.284], [4.934, -0.055, -0.679], [1.690, -0.160, -0.237], [1.811, -0.100, -1.614], [0.764, 0.090, -3.648], [0.517, -0.666, 2.565], [-0.516, 2.423, -2.636], [-1.499, 4.272, -1.950], [-2.969, -0.812, 2.060], [-1.340, -1.554, 2.252], [-0.851, -1.307, -0.787], [0.623, 0.738, 3.780], [3.089, -0.124, 1.352], [0.526, 0.020, -2.483], [-1.068, 2.647, -0.484], [-0.172, 1.312, -1.968], [-2.402, -1.319, 3.666], [3.115, -0.060, -1.945], [-0.070, -0.327, 0.760], [-2.382, -1.564, 2.600], [-0.312, 2.494, -3.696], [-0.451, -1.129, -2.112], [-0.892, -2.036, -3.954], [-1.184, 1.277, 3.490], [0.841, 2.181, 5.010], [1.073, 1.933, 2.358], [-1.786, -2.279, -0.787], [2.463, 0.358, 4.038], [-1.103, 3.302, -1.735]],
  "lowdin_charge": [-0.328, 0.111, 0.159, 0.120, -0.018, 0.168, 0.043, 0.012, 0.098, 0.155, 0.037, 0.157, 0.063, 0.065, 0.138, -0.610, 0.074, 0.151, 0.037, -0.041, -0.032, 1.894, 0.140, -0.439, 0.018, 0.048, 0.044, 0.091, 0.755, -0.048, 0.167, -0.015, 0.145, -0.370, -0.322, -0.406, -0.051, -0.354, 0.146],
  "e_above_lowest_kcal_mol": 0.0,
  "spin_multiplicity": 1,
  "lumo_energy_ev": [-11.697, -11.882],
  "homo_energy_ev": [-16.1958, -16.2490],
  "charge": 2
}

Entry 3:
{
  "formula": "C23H42Cl3InNO2",
  "method": "ωB97M-V/def2-TZVPD",
  "elements": ["H", "O", "H", "C", "H", "H", "C", "C", "C", "In", "C", "H", "Cl", "H", "C", "H", "H", "H", "C", "H", "H", "C", "C", "C", "H", "H", "H", "C", "H", "H", "O", "C", "H", "H", "H", "C", "H", "H", "H", "H", "N", "H", "C", "C", "H", "H", "C", "H", "C", "C", "H", "C", "H", "H", "H", "H", "C", "H", "H", "H", "Cl", "H", "H", "H", "Cl", "H", "H", "C", "C", "C", "H", "H"],
  "positions_angstrom": [[1.323, -2.379, 2.044], [-1.232, 2.332, -4.003], [6.703, -0.838, 5.481], [5.384, 2.032, 4.517], [3.021, -3.449, 3.832], [5.168, 3.090, 4.496], [-0.060, 2.325, -3.346], [0.761, 6.179, -3.597], [0.636, -3.529, -1.550], [-4.246, 1.706, -2.077], [3.202, -3.039, 2.832], [-4.474, -0.162, 1.494], [-0.467, 6.277, -2.342], [-5.755, 0.955, 1.036], [-1.880, -2.959, -1.876], [-0.258, -1.550, -1.613], [-0.658, -2.459, -0.180], [-3.787, 3.701, -0.134], [-3.780, 1.888, 1.063], [-5.037, 1.034, 2.653], [-3.718, 2.703, -4.669], [3.572, -1.560, 2.983], [-2.066, 3.455, -3.561], [-3.872, -1.334, -1.526], [1.375, -4.107, 2.348], [1.469, -2.986, -2.014], [-1.752, 4.313, -4.174], [4.842, 1.101, 3.673], [-4.105, 4.027, -3.574], [-1.976, -2.489, -2.860], [0.969, 2.774, -3.773], [6.259, 1.346, 5.408], [4.137, 1.238, 2.866], [-5.908, 1.167, -2.503], [4.055, -3.584, 2.410], [-4.818, 0.873, 1.593], [-2.263, 0.039, -1.086], [-0.090, 1.699, -2.433], [2.949, -1.097, 3.756], [1.077, 5.144, -3.672], [5.342, -0.128, 4.010], [3.211, -4.045, 0.388], [-3.527, 3.097, -3.665], [-4.314, 2.738, -0.103], [-4.567, -1.034, -0.730], [5.357, -2.177, 4.037], [1.962, -3.270, 1.960], [5.654, -1.471, 2.446], [1.160, -4.250, -0.298], [2.263, -3.499, 0.473], [-2.889, 1.329, 0.750], [6.200, 0.021, 5.058], [6.847, 1.774, 6.205], [-2.426, -0.315, -2.812], [0.317, -4.268, -2.292], [-3.805, -3.445, -1.030], [-3.118, -2.587, -1.040], [-1.787, 3.683, -2.521], [-5.369, 2.980, 0.083], [-1.868, -4.044, -2.044], [2.174, 7.163, -3.185], [3.358, -1.036, 2.043], [-4.511, -1.599, -2.377], [2.427, -2.526, -0.009], [0.104, 6.659, -5.162], [-2.820, -2.428, 0.006], [1.528, -5.243, -0.581], [-0.527, -2.552, -1.265], [-2.993, -0.132, -1.893], [5.041, -1.384, 3.352], [-3.444, 2.526, 1.893], [0.317, -4.416, 0.382]],
  "lowdin_charge": [0.116, -0.067, 0.111, -0.107, 0.111, 0.089, -0.361, -1.548, -0.212, 0.646, -0.218, 0.051, 0.560, 0.062, -0.213, 0.099, 0.099, 0.014, -0.372, 0.056, 0.033, -0.196, -0.319, -0.332, 0.105, 0.101, 0.082, -0.105, 0.033, 0.104, 0.068, -0.106, 0.118, -0.096, 0.106, -0.129, 0.025, 0.151, 0.124, -0.017, -0.132, 0.103, -0.281, -0.325, 0.070, 0.122, -0.217, 0.131, -0.212, -0.207, 0.065, -0.118, 0.085, 0.022, 0.098, 0.096, -0.222, 0.080, 0.014, 0.097, 0.508, 0.114, 0.093, 0.109, 0.526, 0.097, 0.102, -0.204, -0.309, -0.155, 0.080, 0.103],
  "e_above_lowest_kcal_mol": 0.0,
  "spin_multiplicity": 1,
  "lumo_energy_ev": 2.276,
  "homo_energy_ev": -4.5820,
  "charge": -1
}

Entry 4:
{
  "formula": "C16H28MnN8O4Te",
  "method": "ωB97M-V/def2-TZVPD",
  "elements": ["H", "H", "H", "N", "H", "O", "C", "H", "N", "H", "C", "C", "H", "H", "H", "C", "H", "Mn", "Te", "C", "H", "N", "H", "N", "O", "O", "C", "N", "H", "O", "C", "C", "H", "N", "C", "C", "H", "H", "C", "C", "N", "H", "H", "N", "H", "H", "H", "H", "H", "H", "H", "C", "H", "C", "H", "H", "C", "C"],
  "positions_angstrom": [[0.956, 1.860, -1.647], [4.385, -1.271, -2.493], [-4.571, -0.607, 1.569], [2.022, 0.202, -0.965], [2.419, 2.245, -0.742], [2.535, 0.686, 2.281], [-3.322, -2.487, -0.916], [-1.459, -0.140, 2.821], [3.422, -0.111, 2.820], [-1.685, -4.521, -1.581], [1.345, -0.700, -1.931], [-1.153, -3.626, -1.255], [-6.181, -0.777, -0.157], [-1.952, -1.610, 3.600], [2.560, 2.543, 2.300], [-4.243, -1.712, -0.231], [-0.259, -3.931, -0.718], [1.003, 0.030, 0.986], [0.296, -2.511, 1.624], [-5.603, -1.430, -0.811], [3.917, 0.452, -0.124], [3.211, 0.283, -3.223], [3.423, -1.220, -0.339], [2.071, 3.401, 2.030], [3.477, -1.204, 2.322], [-2.320, 2.186, 0.699], [2.796, 1.627, -2.829], [-0.120, 2.098, 1.321], [-3.160, -0.342, 3.299], [-0.993, 0.635, 0.008], [3.430, -0.238, -0.814], [-2.288, -0.854, 2.889], [1.352, -0.142, -4.052], [0.884, 3.554, 2.756], [-2.610, -1.462, 1.550], [4.112, -0.256, -2.203], [2.339, -1.553, -3.684], [-3.593, -2.900, -1.884], [-2.055, -2.764, -0.407], [2.001, 1.580, -1.500], [-1.233, 1.644, 0.671], [5.025, 0.342, -2.198], [-2.245, 2.930, 2.602], [-1.375, 3.274, 2.975], [0.928, 3.758, 3.745], [-6.170, -2.352, -0.952], [-5.522, -0.944, -1.785], [3.691, 2.243, -2.728], [2.190, 2.053, -3.630], [0.290, -0.424, -1.970], [1.402, -1.710, -1.525], [-3.866, -1.214, 1.008], [2.628, 4.235, 2.150], [-0.248, 2.977, 2.321], [-1.392, 4.077, 3.579], [-0.842, -3.091, -2.157], [-1.680, -2.238, 0.838], [2.030, -0.575, -3.314]],
  "lowdin_charge": [0.113, 0.120, 0.109, -0.245, 0.108, -0.343, -0.028, 0.030, -0.206, 0.078, -0.152, -0.098, 0.070, 0.060, 0.044, -0.276, -0.002, 0.622, 0.856, -0.056, 0.113, -0.161, 0.110, 0.045, -0.114, 0.084, -0.149, 0.111, 0.072, -0.018, -0.145, -0.114, 0.118, -0.007, -0.346, -0.144, 0.118, 0.120, -0.320, -0.143, -0.406, 0.117, 0.100, 0.209, 0.156, 0.078, 0.077, 0.117, 0.116, 0.111, 0.096, -0.033, 0.091, -0.384, 0.123, 0.073, -0.531, -0.145],
  "e_above_lowest_kcal_mol": 5.6,
  "spin_multiplicity": 6,
  "lumo_energy_ev": [-0.677, -0.689],
  "homo_energy_ev": [-6.6737, -6.7828]
}

Entry 5:
{
  "formula": "C2H5BrMnN2O7PS2",
  "method": "ωB97M-V/def2-TZVPD",
  "elements": ["S", "O", "H", "O", "C", "O", "Mn", "H", "C", "H", "N", "H", "N", "Br", "O", "O", "H", "O", "P", "O", "S"],
  "positions_angstrom": [[-1.700, 0.792, 0.792], [0.866, -1.443, -1.100], [-2.899, -1.321, 0.914], [-2.161, -0.341, -2.206], [-2.041, -0.956, 0.240], [-1.443, 0.781, 2.266], [2.952, 3.542, 0.450], [-1.169, -1.658, 0.436], [-2.601, -0.989, -1.251], [3.214, -0.062, -1.633], [2.020, -1.440, 1.334], [3.041, -1.627, 1.408], [-0.539, 1.623, -0.163], [-4.178, -2.154, -1.574], [3.389, -0.378, -0.716], [1.309, 1.779, 1.806], [0.144, -0.874, -1.465], [-3.006, 1.533, 0.581], [1.846, -0.579, -0.007], [1.918, 2.373, -0.485], [1.038, 1.399, 0.373]],
  "lowdin_charge": [0.619, -0.160, 0.123, -0.013, -0.212, -0.331, 1.461, 0.113, -0.754, 0.080, -0.150, 0.019, -0.310, 0.726, -0.196, -0.370, 0.052, -0.326, 0.583, -0.551, 0.598],
  "spin_multiplicity": 6,
  "lumo_energy_ev": [-8.022, -8.133],
  "homo_energy_ev": [-12.9826, -12.9766],
  "charge": 1
}

Entry 6:
{
  "formula": "C2H5FO",
  "method": "ωB97M-V/def2-TZVPD",
  "elements": ["O", "H", "H", "H", "C", "F", "C", "H", "H"],
  "positions_angstrom": [[-0.864, 1.397, -0.222], [1.462, -0.001, 0.076], [0.886, -1.517, -0.431], [1.138, -0.102, -1.576], [0.753, -0.357, -0.502], [-1.611, -0.743, -0.143], [-0.604, 0.105, -0.035], [-1.356, 1.656, 0.543], [0.195, -0.438, 2.291]],
  "lowdin_charge": [0.089, -0.015, 0.118, 0.117, -0.074, 0.082, -0.503, 0.103, 0.083],
  "e_above_lowest_kcal_mol": 100.8,
  "spin_multiplicity": 1,
  "lumo_energy_ev": [0.714, -0.486],
  "homo_energy_ev": [-10.0899, -7.8993]
}

Entry 7:
{
  "formula": "H32O16",
  "method": "ωB97M-V/def2-TZVPD",
  "elements": ["H", "H", "O", "H", "H", "H", "H", "H", "H", "O", "H", "O", "H", "O", "H", "O", "H", "O", "H", "H", "O", "H", "H", "O", "H", "O", "H", "H", "H", "H", "O", "H", "O", "O", "H", "H", "O", "O", "H", "O", "H", "H", "H", "H", "H", "H", "H", "O"],
  "positions_angstrom": [[-2.274, 0.267, 3.359], [1.412, -0.469, 2.932], [-1.434, 0.610, 3.656], [2.617, -1.892, -2.594], [2.398, 0.140, -1.981], [-2.858, 0.858, 1.229], [-3.270, -1.567, -1.624], [-1.057, -2.459, 3.249], [2.704, -0.516, 0.263], [-1.686, -2.468, 2.510], [3.685, 0.651, -2.428], [1.846, -1.300, -2.577], [2.619, 1.130, 2.206], [0.005, -0.063, -0.200], [0.303, -2.757, -1.128], [3.139, -1.379, 0.323], [-0.139, 0.425, -1.075], [-0.786, 1.243, -2.359], [-3.155, -0.621, 1.539], [-1.638, 1.521, -2.675], [-2.524, -0.003, 1.111], [-0.651, 2.237, 1.276], [-1.146, 2.335, -0.796], [-2.787, -0.767, -1.461], [0.606, 3.149, -1.816], [-0.625, -2.219, -2.602], [0.980, -1.777, -2.683], [0.785, -0.462, 1.481], [-1.730, 3.414, -0.052], [-0.659, 1.790, 2.721], [2.421, 1.519, 1.346], [-0.720, 0.058, 3.327], [-1.851, 2.466, -0.127], [-0.095, 2.254, 2.093], [-1.048, -2.615, -3.347], [-0.695, 0.260, 0.353], [2.909, 0.976, -1.911], [0.780, 2.840, -0.924], [-1.740, -1.591, 2.180], [0.779, -3.184, -0.424], [1.613, 2.441, -1.009], [-2.722, -0.545, -0.543], [1.659, -2.803, -0.354], [3.617, -1.366, 1.166], [-1.368, -1.767, -2.267], [-0.368, 0.807, -3.155], [1.538, 1.827, 1.355], [0.603, -0.627, 2.414]],
  "lowdin_charge": [0.032, 0.075, -0.046, 0.081, -0.028, 0.046, 0.051, 0.052, 0.001, -0.036, 0.064, -0.077, 0.038, -0.060, -0.045, -0.056, 0.027, -0.064, 0.103, 0.069, -0.039, 0.007, 0.006, -0.030, 0.056, -0.010, 0.020, 0.010, 0.070, -0.015, -0.039, -0.011, -0.054, -0.073, 0.078, -0.019, -0.091, -0.028, -0.054, -0.059, -0.012, -0.017, -0.008, 0.053, -0.001, 0.122, -0.040, -0.048],
  "e_above_lowest_kcal_mol": 112.7,
  "spin_multiplicity": 1,
  "lumo_energy_ev": -0.159,
  "homo_energy_ev": -9.8166
}

Entry 8:
{
  "formula": "C2H7O2Zn",
  "method": "ωB97M-V/def2-TZVPD",
  "elements": ["H", "H", "O", "O", "H", "C", "H", "H", "H", "Zn", "C", "H"],
  "positions_angstrom": [[1.118, 1.148, -0.145], [-1.940, 0.235, -0.427], [0.661, 1.190, 1.091], [0.281, 0.021, -0.896], [0.882, -2.235, 0.018], [0.616, -1.311, -0.540], [-1.764, 1.385, 0.712], [-0.396, -1.674, -0.262], [1.711, -1.177, -0.563], [1.088, -0.386, 1.904], [-1.166, 0.963, -0.117], [-1.091, 1.842, -0.776]],
  "lowdin_charge": [0.169, 0.028, -0.740, -0.397, -0.001, -0.462, 0.019, 0.074, 0.064, 0.287, -0.075, 0.034],
  "spin_multiplicity": 1,
  "lumo_energy_ev": [3.436, 3.437],
  "homo_energy_ev": [-1.7111, -1.7125],
  "charge": -1
}

Number 3 is which compound? C23H42Cl3InNO2